Entry from the OMol25 dataset: a cluster of 2 separate species, C4H7N4O2 in total at a distorted geometry (the ωB97M-V functional and the def2-TZVPD basis).

The geometry in XYZ format:
```
17
Properties=species:S:1:pos:R:3:lowdin_charge:R:1
C 0.057 0.616 0.780 0.16
C -0.092 -0.522 0.212 -0.42
C -4.659 0.397 -0.086 -0.41
C 2.168 0.701 -0.562 -0.11
N 0.838 -1.102 -0.694 -0.01
N 1.909 -0.495 -0.845 -0.07
N -1.208 -1.561 0.304 0.23
N 3.522 1.198 -0.328 0.18
O -3.700 -0.234 0.005 0.18
O -5.603 1.023 -0.171 0.27
H -0.413 1.393 1.320 0.03
H -0.788 -2.486 0.443 0.16
H -1.716 -1.570 -0.586 0.15
H -1.861 -1.318 1.053 0.14
H 3.519 2.220 -0.415 0.17
H 4.157 0.801 -1.036 0.18
H 3.869 0.938 0.607 0.17
```

Results
lowest unoccupied orbital energy (spin up / spin down)	-3.9549 / -3.9555	eV
charge	+1
HOMO (spin up / spin down)	-11.583 / -11.584	eV
total energy	-14304.843	eV